46
Properties=species:S:1:pos:R:3 method="wB97M-V/def2-TZVPD" molar_mass_g_mol=382.4 charge=0 de_lowest_kj_mol=0.0 smiles="Cc1ccc(OCC(=O)Nc2ccc3c(c2)C(=O)N(CCC(=O)O)C3=O)cc1" energy_ha=-1333.98422 gap_ev=8.450 lumo_ev=-0.4
C -5.57387 4.20490 -2.55096
C -5.02303 2.82706 -2.75732
C -5.84095 1.71139 -2.60315
C -5.35134 0.43866 -2.80419
C -4.01989 0.25065 -3.16751
O -3.62287 -1.06035 -3.32681
C -2.34849 -1.30397 -3.86807
C -1.19038 -1.02229 -2.90216
O -0.06634 -0.81884 -3.29256
N -1.59479 -1.06289 -1.60216
C -0.85903 -0.84794 -0.44400
C -1.54771 -0.87864 0.77201
C -0.89579 -0.68173 1.97870
C 0.46554 -0.45169 1.94811
C 1.15621 -0.41763 0.73280
C 0.52202 -0.61187 -0.47299
C 2.58819 -0.15442 1.02937
O 3.52647 -0.06073 0.28166
N 2.65991 -0.03437 2.41026
C 3.88973 0.22559 3.12094
C 4.77849 -1.01675 3.16309
C 6.07350 -0.74027 3.88349
O 6.43304 0.32554 4.30042
O 6.80742 -1.85261 4.01003
C 1.43249 -0.21128 3.04031
O 1.25807 -0.16652 4.23125
C -3.19008 1.35150 -3.31736
C -3.69944 2.62449 -3.11448
H -4.77744 4.94413 -2.53482
H -6.26225 4.45861 -3.35696
H -6.12473 4.26122 -1.61381
H -6.87590 1.84453 -2.32410
H -5.98288 -0.42838 -2.68926
H -2.18009 -0.74394 -4.79514
H -2.33060 -2.37292 -4.10678
H -2.58418 -1.24340 -1.46624
H -2.61331 -1.05927 0.76511
H -1.43153 -0.70646 2.91440
H 1.06189 -0.58375 -1.40501
H 4.42370 1.03706 2.61995
H 3.62379 0.53842 4.13308
H 4.27240 -1.84433 3.66434
H 5.02036 -1.33688 2.14650
H 7.64203 -1.65880 4.46568
H -2.15061 1.23915 -3.58470
H -3.04209 3.47286 -3.23650



23
Properties=species:S:1:pos:R:3 method="wB97M-V/def2-TZVPD" molar_mass_g_mol=128.2 charge=+1 de_lowest_kj_mol=419.0 smiles="C=[N+](C)[C@H](C=O)C(C)C" energy_ha=-404.73785 gap_ev=9.494 lumo_ev=-4.5
C -2.17679 0.48818 0.67384
N -1.15741 -0.26615 0.89236
C -1.35833 -1.39393 1.75915
C 0.14638 0.05811 0.55147
C 0.36625 1.61662 1.59590
O -0.62716 2.24439 1.78233
C 0.28807 0.38801 -0.91455
C 0.60244 -0.95647 -1.62224
C 1.51294 1.27599 -1.03884
H -2.18538 1.35369 0.05672
H -3.15852 0.40423 1.20040
H -0.82775 -1.13837 2.80045
H -1.05453 -2.20893 1.30749
H -2.32999 -1.46745 1.98038
H 0.95085 -0.72603 0.93946
H 1.40454 1.70584 1.94445
H -0.47404 0.92897 -1.31677
H 1.54427 -1.52738 -1.18830
H 0.69536 -0.74529 -2.63914
H -0.22035 -1.55635 -1.69199
H 2.38250 0.87745 -0.67009
H 1.49270 2.26720 -0.61035
H 1.72505 1.32542 -2.02280



24
Properties=species:S:1:pos:R:3 method="wB97M-V/def2-TZVPD" molar_mass_g_mol=194.2 charge=+2 energy_ha=-679.53383 gap_ev=6.905 lumo_ev=-9.4
C -1.70411 -1.86453 0.06927
C -0.94850 -0.86191 0.65567
C 2.18285 1.07995 0.27206
C 0.86866 0.72041 1.20305
C 0.86448 3.03989 -0.10872
C -0.37489 2.85628 0.63227
C -1.61130 -2.54064 -1.19450
C 0.94310 -0.63766 -0.80313
N 1.90228 2.40283 -0.12256
N 0.16579 -0.23513 0.28719
N 2.05642 0.07923 -0.78102
N 0.11998 1.85187 1.58439
O -0.66909 -2.20466 -1.97921
O -2.38277 -3.58525 -1.39536
H -2.60302 -2.30332 0.63753
H -1.29049 -0.61406 1.55404
H 3.09442 0.86690 0.82811
H 1.15427 0.07730 1.95689
H -0.88664 3.71749 1.08496
H -1.12636 2.66893 -0.16531
H 2.68674 -0.30157 -1.44281
H 0.60369 2.24271 2.38359
H -0.45789 -2.68994 -2.83448
H -2.58761 -3.76513 -2.32191



19
Properties=species:S:1:pos:R:3 method="wB97M-V/def2-TZVPD" molar_mass_g_mol=168.7 charge=0 smiles="CS/C=C/Cl.C=C(C)F" energy_ha=-1192.80128 gap_ev=9.124 lumo_ev=0.7
C 0.52803 -1.10176 -1.31245
S 0.49793 0.70100 -1.18661
C 1.83007 0.94344 -0.06440
C 2.21572 2.14370 0.35443
Cl 3.53239 2.35180 1.46137
H 0.33711 -1.56929 -0.34353
H 1.47766 -1.45467 -1.72097
H -0.27435 -1.38227 -2.00015
H 2.34077 0.04822 0.28287
H 1.75201 3.07494 0.04922
C -2.66022 -1.04358 -0.88077
C -3.14179 -1.85357 0.04952
C -2.47403 -3.01214 0.71053
F -4.39878 -1.66922 0.51270
H -3.26001 -0.23315 -1.27824
H -1.65515 -1.18335 -1.25773
H -2.42506 -2.85380 1.79321
H -1.46151 -3.14733 0.32591
H -3.04651 -3.92937 0.53661



19
Properties=species:S:1:pos:R:3 method="wB97M-V/def2-TZVPD" molar_mass_g_mol=104.1 charge=0 de_lowest_kj_mol=636.3 energy_ha=-347.96246 gap_ev=7.772 lumo_ev=0.8
C -1.84015 -0.36116 0.95851
O -0.52587 0.12119 0.73206
C -0.24683 0.51388 -0.79616
C -0.44911 1.83566 0.76985
C 1.15878 0.07237 -1.11234
C 1.54296 -1.39287 -0.88432
O 1.67568 -1.71882 0.48688
H -2.58111 0.32044 0.52120
H -1.99870 -0.44399 2.03743
H -1.93476 -1.34623 0.48841
H -0.98232 -0.09631 -1.34354
H 0.59524 2.11836 0.67891
H -0.75798 1.85641 1.83010
H -1.09540 2.46900 0.17119
H 1.89554 0.69187 -0.57606
H 1.28421 0.30903 -2.17942
H 0.80880 -2.05017 -1.38336
H 2.52062 -1.59551 -1.33938
H 0.93039 -1.30315 0.94004



11
Properties=species:S:1:pos:R:3 method="wB97M-V/def2-TZVPD" molar_mass_g_mol=117.1 charge=0 de_lowest_kj_mol=408.5 smiles="O=c1c(O)n[nH]n1O" energy_ha=-467.80873 gap_ev=9.033 lumo_ev=-0.1
O 1.54662 -1.58627 -0.46162
C 0.59800 -0.93185 0.04675
C 0.50224 0.36027 1.02901
O 1.08873 0.72211 2.16691
N -0.51004 1.10807 0.68755
N -0.89441 0.74615 -0.48749
N -0.66069 -0.77731 -0.60640
O -0.46918 -1.11070 -1.81201
H 0.57129 1.57592 2.27258
H -2.07110 0.77112 -0.60151
H 0.29854 -0.87751 -2.23377